1.
The ion C6H9N2S with charge +1 at a distorted geometry. Source: the Open Molecules 2025 dataset; level of theory: the ωB97M-V functional and the def2-TZVPD basis.

- E_tot (eV) = -20170.431
- multiplicity = 1
- energy relative to the best compared isomer or geometry (same formula, charge and spin) (kJ/mol) = 554.8
- charge = +1
- strongest force on any atom (eV/Å) = 3.46
- E_HOMO (alpha / beta) (eV) = -11.985 / -12.457

Structure (XYZ):
```
18
C6H9N2S | the Open Molecules 2025 dataset | the ωB97M-V functional and the def2-TZVPD basis
C 0.7180 0.5922 -1.9108
C -0.6295 0.7961 -1.3299
C 1.3686 0.4158 -0.5630
C -1.1726 -0.2384 -0.4558
C 0.8290 -0.5207 0.5138
C -0.0627 0.2768 1.5536
N 0.5042 1.5805 -0.9275
N -0.2727 -1.4196 -0.1382
S -0.5722 -0.5872 2.9140
H 1.1515 0.7038 -2.9134
H -1.4006 1.2554 -1.9847
H 2.4162 0.6788 -0.5309
H -2.2381 -0.1218 -0.1153
H 1.4007 -1.2793 1.0623
H 0.0775 1.4569 1.6693
H -0.7167 -2.0571 0.5855
H -0.0731 -1.8860 -1.0102
H -1.3274 0.3537 3.5812
```


2.
An isolated molecule of H5N2PS at a distorted geometry. Source: the Open Molecules 2025 dataset; level of theory: the ωB97M-V functional and the def2-TZVPD basis.

- E_tot (eV) = -23185.551
- multiplicity = 1
- energy relative to the best compared isomer or geometry (same formula, charge and spin) (kJ/mol) = 47.6
- charge = 0
- strongest force on any atom (eV/Å) = 3.33
- E_HOMO (eV) = -8.704

Structure (XYZ):
```
9
H5N2PS | the Open Molecules 2025 dataset | the ωB97M-V functional and the def2-TZVPD basis
N -0.2471 1.1440 0.4669
N -0.8776 -1.0791 -0.4968
P -0.1308 -0.5270 0.8778
S 2.1861 -0.4994 0.0751
H -1.3002 1.2233 0.6694
H 0.4235 1.6938 0.9653
H -1.1984 -1.9999 -0.7346
H -0.6569 -0.5361 -1.2618
H 1.8014 0.5804 -0.5613
```


3.
An isolated molecule of C4H4OS at a distorted geometry. Source: the Open Molecules 2025 dataset; level of theory: the ωB97M-V functional and the def2-TZVPD basis.

- E_tot (eV) = -17092.850
- multiplicity = 1
- energy relative to the best compared isomer or geometry (same formula, charge and spin) (kJ/mol) = 221.5
- charge = 0
- strongest force on any atom (eV/Å) = 3.67
- E_HOMO (eV) = -9.202

Structure (XYZ):
```
10
C4H4OS | the Open Molecules 2025 dataset | the ωB97M-V functional and the def2-TZVPD basis
C -0.3031 0.2155 -0.1289
C 1.0151 0.4299 0.0703
C -1.2747 -0.9180 -0.1828
C 1.9021 -0.6458 0.1529
O -1.1090 -2.1121 -0.2185
S 3.5461 -0.3857 -0.1381
H -0.8652 1.1757 -0.2298
H 1.5355 1.4656 -0.0754
H -2.4011 -0.6908 -0.1740
H 1.3965 -1.4874 0.5859
```


4.
A structure of composition C22H16ClF5N3O2Ta. Source: the Open Molecules 2025 dataset; level of theory: the ωB97M-V functional and the def2-TZVPD basis.

- E_tot (eV) = -59285.546
- multiplicity = 1
- energy relative to the best compared isomer or geometry (same formula, charge and spin) (kJ/mol) = 0.0
- charge = +2
- strongest force on any atom (eV/Å) = 0.41
- E_HOMO (eV) = -14.049

Structure (XYZ):
```
50
C22H16ClF5N3O2Ta | the Open Molecules 2025 dataset | the ωB97M-V functional and the def2-TZVPD basis
Ta -1.0466 0.0639 -0.5820
O 3.3605 0.6968 -0.5200
C 3.5530 0.4443 0.7895
C 4.8836 0.4283 1.2093
C 5.1827 0.2289 2.5373
C 4.1720 0.0420 3.4916
C 2.8651 0.0503 3.0941
C 2.5227 0.2332 1.7315
C 1.1345 0.2042 1.3757
O 0.7883 0.1330 0.0757
N 0.1638 0.2221 2.2541
N -1.0331 0.2506 1.5831
C -2.1301 0.4616 2.2202
C -3.3293 0.5975 1.3945
C -4.5836 0.8385 1.9048
C -5.6470 0.9775 1.0115
C -5.4138 0.8657 -0.3469
C -4.1257 0.6120 -0.7904
N -3.0968 0.4875 0.0595
H 2.4223 0.6912 -0.7391
H 5.6567 0.5937 0.4722
H 6.2186 0.2236 2.8499
H 4.4260 -0.1066 4.5310
H 2.0695 -0.0966 3.8108
H -2.1370 0.5743 3.2989
H -4.7291 0.9208 2.9730
H -6.6449 1.1709 1.3824
H -6.2131 0.9691 -1.0666
H -3.9048 0.5163 -1.8458
F -1.9241 2.7732 -1.5711
C -1.0461 1.8181 -1.9170
F -1.6434 1.0216 -2.9059
C 0.2213 2.4921 -2.4843
F 0.7800 3.2006 -1.5102
F -0.0786 3.2670 -3.5054
F 1.0862 1.5476 -2.8830
Cl 4.0495 -2.4320 -1.4256
C 2.3545 -2.2459 -1.4779
C 1.7683 -1.4903 -2.4830
C 0.3832 -1.3723 -2.5237
C -0.4207 -2.0082 -1.5544
C -1.8598 -1.7215 -1.4793
C 0.2117 -2.7525 -0.5259
C 1.5768 -2.8815 -0.4964
H 2.3860 -1.0226 -3.2374
H -0.0807 -0.8517 -3.3545
H -2.4566 -2.4141 -0.8883
H -2.3628 -1.5009 -2.4230
H -0.3959 -3.2464 0.2239
H 2.0669 -3.4751 0.2632
```


5.
A cluster of 12 separate species, C2H25O17P in total at a distorted geometry. Source: the Open Molecules 2025 dataset; level of theory: the ωB97M-V functional and the def2-TZVPD basis.

- E_tot (eV) = -46575.808
- multiplicity = 1
- charge = -2
- strongest force on any atom (eV/Å) = 7.97
- E_HOMO (eV) = -0.812

Structure (XYZ):
```
45
C2H25O17P | the Open Molecules 2025 dataset | the ωB97M-V functional and the def2-TZVPD basis
O 2.8484 -1.1982 0.7005
H 2.0050 -1.3380 1.1374
H 3.5671 -1.4931 1.2646
H 2.8149 -1.7180 -0.1059
O -0.0279 -3.8749 0.3591
H -0.3598 -3.7280 -0.5296
H -0.0149 -3.0526 0.8544
H 0.8902 -4.1529 0.3229
O -0.6620 0.1373 -0.0465
H -0.3022 -0.4370 0.6334
H -0.0809 0.8786 -0.2319
H -0.8312 -0.3211 -0.8729
O 1.2599 1.6975 2.7309
H 1.3220 0.7740 2.9855
H 2.0337 2.1170 3.1140
H 1.2875 1.7905 1.7758
C -0.0028 -1.7123 -2.8755
O 0.8901 -1.4987 -3.6248
O 0.0565 -2.8232 -2.3089
O -0.7175 -0.7512 -2.4955
C 1.7545 3.2912 -0.1842
O 1.2978 1.9938 -0.0333
H 1.2538 3.9660 0.5101
H 2.8258 3.4548 -0.0665
H 1.4301 3.7863 -1.0995
P 0.2446 -1.7606 2.8587
O -1.3010 -1.5886 3.1244
O 0.7154 -3.1196 3.2951
O 1.0990 -0.6183 3.4436
O 0.5421 -1.7002 1.3341
O 1.5778 1.2534 -3.0485
H 1.0837 0.4369 -3.1217
H 1.4155 1.5528 -2.1539
O -1.5909 1.0658 2.8453
H -1.5762 1.4267 3.7317
H -1.4637 0.1250 2.9671
O -2.7344 1.1408 -3.4338
H -2.1597 0.3851 -3.3119
H -3.3333 0.8767 -4.1323
O -1.8149 3.7185 -0.3146
H -1.2315 3.0671 0.0749
H -2.6849 3.4861 0.0102
O -3.9566 -1.5197 -2.1445
H -4.3508 -2.3652 -1.9299
H -3.0183 -1.6508 -2.0076
```


6.
A structure of composition C23H31FeN7S2 at a distorted geometry. Source: the Open Molecules 2025 dataset; level of theory: the ωB97M-V functional and the def2-TZVPD basis.

- E_tot (eV) = -90830.051
- multiplicity = 5
- energy relative to the best compared isomer or geometry (same formula, charge and spin) (kJ/mol) = 0.0
- charge = +2
- strongest force on any atom (eV/Å) = 1.40
- E_HOMO (alpha / beta) (eV) = -12.579 / -13.991

Structure (XYZ):
```
64
C23H31FeN7S2 | the Open Molecules 2025 dataset | the ωB97M-V functional and the def2-TZVPD basis
Fe 0.2879 0.1944 0.3491
C 3.0556 0.2291 3.6181
C 1.9127 0.1987 2.6680
N 1.9696 0.4577 1.4101
C 3.1604 0.7864 0.6289
C 2.6779 1.3816 -0.6919
N 1.5432 0.6286 -1.2797
C 1.8930 -0.5257 -2.1236
C 1.9919 -1.8364 -1.3518
N 1.0524 -1.8883 -0.2216
C -0.2864 -2.4660 -0.4960
C -1.2654 -1.4457 -1.0825
N -1.4667 -0.3462 -0.1224
C -2.2773 -0.6237 0.9608
C -3.6773 -1.0842 0.7683
C -1.6595 -0.4424 2.2191
C -2.1677 -0.6128 3.5326
C -1.3025 -0.5669 4.5917
C 0.0883 -0.3384 4.4032
C 0.5310 -0.1245 3.1258
N -0.3378 -0.1659 2.0954
H 4.0129 0.2301 3.1057
H 3.0171 -0.6269 4.2911
H 2.9907 1.1283 4.2362
H 3.7437 -0.1248 0.4762
H 3.7966 1.5039 1.1508
H 3.5051 1.4498 -1.4037
H 2.3114 2.3929 -0.5097
H 0.9925 1.2459 -1.8892
H 2.8309 -0.3355 -2.6534
H 1.1100 -0.5941 -2.8780
H 2.9969 -1.9645 -0.9479
H 1.8188 -2.6727 -2.0347
H 1.4702 -2.4408 0.5169
H -0.6788 -2.7920 0.4698
H -0.2740 -3.3356 -1.1616
H -2.1865 -1.9869 -1.3206
H -0.8936 -1.0129 -2.0096
H -3.9308 -1.1020 -0.2888
H -4.3708 -0.4030 1.2641
H -3.8480 -2.0789 1.1858
H -3.2201 -0.8031 3.6860
H -1.6771 -0.7190 5.5937
H 0.7657 -0.3301 5.2433
C 0.5182 3.1328 2.4099
C -0.1177 3.4075 1.0874
N -0.3581 2.5252 0.1496
C -0.9672 3.1236 -0.9364
C -1.1785 4.4602 -0.8002
S -0.6321 4.9864 0.7216
C -1.4094 2.3665 -2.1173
C -2.6591 2.4497 -2.6448
S -2.7232 1.5818 -4.1128
C -1.0835 1.1362 -3.9228
N -0.5156 1.6140 -2.8441
C -0.3859 0.2788 -4.9263
H 0.0793 2.2515 2.8776
H 0.3653 3.9770 3.0801
H 1.5942 2.9873 2.3063
H -1.6065 5.1297 -1.5250
H -3.5112 2.9757 -2.2535
H -0.7675 0.4519 -5.9296
H -0.5258 -0.7814 -4.7006
H 0.6776 0.5077 -4.9244
```


7.
A cluster of 2 separate species, C3H12NOS2 in total at a distorted geometry. Source: the Open Molecules 2025 dataset; level of theory: the ωB97M-V functional and the def2-TZVPD basis.

- E_tot (eV) = -28507.408
- multiplicity = 1
- energy relative to the best compared isomer or geometry (same formula, charge and spin) (kJ/mol) = 53.0
- charge = +1
- strongest force on any atom (eV/Å) = 1.88
- E_HOMO (eV) = -12.891

Structure (XYZ):
```
19
C3H12NOS2 | the Open Molecules 2025 dataset | the ωB97M-V functional and the def2-TZVPD basis
N -0.7928 0.2732 1.3000
C -0.3693 -0.5649 0.1165
C -1.1079 -1.9070 0.1749
C 1.1313 -0.6848 -0.0058
S 1.7316 0.7193 -1.0461
S 2.9336 1.8361 0.1652
H -1.1037 1.1767 0.9896
H -1.5612 -0.1734 1.8040
H -0.0200 0.3927 1.9578
H -0.7559 -0.0884 -0.7769
H -2.1897 -1.7752 0.0693
H -0.9305 -2.4931 -0.7317
H -0.7776 -2.4730 1.0476
H 1.7340 -0.5953 0.8841
H 1.4079 -1.6087 -0.5042
H 4.0976 1.2003 -0.0415
H -0.3899 2.4229 -1.7190
H -1.8262 2.4075 -2.1316
O -1.2112 1.9352 -1.5521
```


8.
A structure of composition C43H33InN6O3S4Se3. Source: the Open Molecules 2025 dataset; level of theory: the ωB97M-V functional and the def2-TZVPD basis.

- E_tot (eV) = -304769.124
- multiplicity = 1
- energy relative to the best compared isomer or geometry (same formula, charge and spin) (kJ/mol) = 0.0
- charge = -2
- strongest force on any atom (eV/Å) = 0.14
- E_HOMO (eV) = -3.345

Structure (XYZ):
```
93
C43H33InN6O3S4Se3 | the Open Molecules 2025 dataset | the ωB97M-V functional and the def2-TZVPD basis
In 0.1586 -0.5577 0.7195
O 0.3913 -0.6013 -7.2031
C -0.2271 -1.3825 -6.4551
O -0.6710 -2.5270 -6.6777
C -0.5040 -0.8429 -5.0284
C -1.1775 -1.6121 -4.0930
C -1.4474 -1.0773 -2.8393
N -1.0783 0.1476 -2.4683
C -0.4455 0.8936 -3.3737
C -0.1344 0.4382 -4.6506
C -0.1144 2.2861 -2.9585
C 1.1308 2.8366 -3.2431
C 1.4088 4.1192 -2.8057
C 0.4297 4.8156 -2.1171
C -0.7892 4.1898 -1.9004
N -1.0670 2.9581 -2.3084
C -2.2876 -1.8185 -1.8587
C -3.3210 -2.6358 -2.3246
C -4.1845 -3.2238 -1.4225
C -4.0128 -2.9654 -0.0711
C -2.9582 -2.1545 0.3064
N -2.0953 -1.6124 -0.5518
H -1.4682 -2.6143 -4.3775
H 0.3654 1.0670 -5.3761
H 1.8795 2.2449 -3.7526
H 2.3876 4.5504 -2.9671
H 0.6104 5.8109 -1.7316
H -1.5831 4.6962 -1.3583
H -3.4487 -2.7703 -3.3891
H -4.9942 -3.8537 -1.7707
H -4.6750 -3.3759 0.6795
H -2.7917 -1.9128 1.3470
Se 3.6935 2.8021 -0.2977
C 2.1972 1.8398 -0.1635
N 1.2137 1.2161 -0.0875
S -1.7034 -3.4614 4.2988
C -1.0090 -4.4779 3.1037
C -0.4692 -3.7222 2.1180
N -0.6078 -2.3674 2.2944
C -1.2286 -2.0909 3.4016
H -1.0246 -5.5514 3.1846
H 0.0415 -4.0724 1.2326
H -1.4423 -1.0842 3.7234
O -1.4531 0.3116 1.6756
C -1.8115 1.5846 2.1201
C -2.6908 1.3758 3.3611
C -3.6528 0.4183 3.4966
C -4.3898 0.5349 4.7055
C -3.9804 1.5921 5.4611
S -2.6868 2.4295 4.7156
C -2.7085 2.2753 1.0988
C -3.2334 3.5381 1.1283
C -4.1074 3.7885 0.0385
C -4.2329 2.7010 -0.7763
S -3.2837 1.3909 -0.2423
C -0.6152 2.4532 2.4720
C 0.2714 2.2011 3.4773
C 1.3759 3.0915 3.4816
C 1.2988 4.0084 2.4787
S -0.1074 3.8028 1.5345
H -3.8277 -0.3271 2.7335
H -5.1835 -0.1385 4.9994
H -4.3475 1.8996 6.4273
H -3.0050 4.2547 1.9052
H -4.6073 4.7319 -0.1359
H -4.7929 2.6234 -1.6945
H 0.1589 1.3793 4.1712
H 2.2043 3.0199 4.1713
H 2.0177 4.7673 2.2156
Se 2.3173 -0.5011 2.5254
C 1.5491 -0.8820 4.1382
N 1.0821 -1.1255 5.1714
C 7.1214 -1.3260 -0.3537
C 5.6551 -1.6256 -0.5191
C 4.8895 -0.9552 -1.4583
C 3.5241 -1.1910 -1.5995
C 2.7584 -0.4611 -2.6659
C 2.9084 -2.1126 -0.7451
Se 1.0054 -2.3968 -0.8736
C 3.6730 -2.8435 0.1742
C 3.0637 -3.8905 1.0632
C 5.0339 -2.5826 0.2730
H 7.4248 -0.5021 -0.9997
H 7.7366 -2.1955 -0.6001
H 7.3463 -1.0443 0.6771
H 5.3520 -0.2037 -2.0888
H 3.4218 0.1980 -3.2268
H 1.9596 0.1382 -2.2323
H 2.2843 -1.1599 -3.3576
H 2.3730 -3.4321 1.7737
H 3.8418 -4.4058 1.6290
H 2.5026 -4.6244 0.4813
H 5.6192 -3.1291 1.0071
```